i) Computed, not measured: a 6-piece molecular cluster, C24H66N6O6 overall, with ωB97M-V/def2-TZVPD.

Geometry (Å):
C (9.83986, -6.03366, 28.32493)
O (8.77591, -6.13439, 29.25369)
C (8.30900, -7.45666, 29.35726)
C (7.44218, -7.97272, 28.20773)
C (6.25839, -7.01378, 27.86894)
N (6.79733, -9.28230, 28.41806)
H (10.62531, -6.79409, 28.33594)
H (10.33984, -5.06561, 28.36194)
H (9.49676, -6.05172, 27.28350)
H (9.05980, -8.23598, 29.52176)
H (7.66342, -7.34008, 30.23358)
H (8.04399, -8.00467, 27.29671)
H (6.53552, -5.98103, 28.09139)
H (5.29557, -7.30628, 28.28405)
H (6.09447, -7.06154, 26.78850)
H (6.09856, -9.35776, 27.69174)
H (6.29346, -9.29072, 29.29716)
C (17.34167, -10.09484, 30.27294)
O (16.15466, -9.53309, 30.87844)
C (16.42240, -8.41808, 31.70187)
C (15.18711, -7.53327, 31.80462)
C (15.01049, -6.58559, 30.58137)
N (15.23209, -6.57826, 32.91671)
H (17.71838, -9.54536, 29.40927)
H (17.23127, -11.14017, 29.98787)
H (18.20223, -10.15953, 30.94669)
H (16.72338, -8.85179, 32.66517)
H (17.29510, -7.79893, 31.46690)
H (14.27002, -8.12175, 31.89958)
H (14.09328, -6.01705, 30.72515)
H (14.88277, -7.22087, 29.70027)
H (15.90344, -5.99361, 30.39104)
H (14.44597, -5.95415, 32.82416)
H (15.30671, -6.94896, 33.85274)
C (16.35683, -13.42395, 20.31859)
O (15.05336, -13.86695, 20.60943)
C (14.46283, -13.07472, 21.62389)
C (13.24204, -13.88882, 22.02745)
C (12.16669, -13.99071, 20.93480)
N (12.55856, -13.06633, 23.04659)
H (17.12129, -13.70050, 21.04663)
H (16.31715, -12.34340, 20.13308)
H (16.64782, -13.76474, 19.32196)
H (15.16975, -12.97636, 22.45896)
H (14.23135, -12.03918, 21.35663)
H (13.44851, -14.87649, 22.44393)
H (12.53184, -14.32338, 19.95960)
H (11.74225, -13.03354, 20.61728)
H (11.31369, -14.59248, 21.24947)
H (12.81895, -13.39573, 23.97186)
H (11.57310, -13.30160, 23.11965)
C (15.14214, -15.91562, 26.91547)
O (13.93402, -15.19543, 26.81671)
C (13.17601, -15.54064, 25.67732)
C (11.70716, -15.18483, 25.94732)
C (10.82683, -15.86249, 24.94660)
N (11.41245, -13.75584, 25.99058)
H (15.06163, -17.00385, 27.02439)
H (15.70318, -15.69925, 27.82596)
H (15.81085, -15.73646, 26.06967)
H (13.48387, -15.05527, 24.74152)
H (13.29893, -16.60965, 25.48010)
H (11.57661, -15.70902, 26.90405)
H (11.05347, -16.84314, 24.53643)
H (10.65819, -15.21238, 24.08219)
H (9.85292, -15.79668, 25.44508)
H (12.07366, -13.24217, 26.57588)
H (10.50825, -13.70100, 26.44827)
C (10.48156, -13.60249, 32.70365)
O (9.23138, -13.93006, 32.16706)
C (9.23385, -14.24031, 30.78578)
C (7.84525, -14.65537, 30.31031)
C (7.82819, -15.18585, 28.90121)
N (6.96820, -13.47318, 30.40423)
H (10.52007, -13.47843, 33.78467)
H (10.78125, -12.62816, 32.30250)
H (11.27744, -14.30507, 32.43798)
H (9.53061, -13.37531, 30.18019)
H (9.97689, -15.01554, 30.56186)
H (7.39320, -15.40639, 30.96096)
H (8.21730, -16.20060, 28.81398)
H (8.23712, -14.53952, 28.11977)
H (6.78827, -15.24790, 28.57026)
H (7.44183, -12.72183, 29.91183)
H (6.91243, -13.19672, 31.37733)
C (14.35874, -12.08955, 26.32607)
O (13.35889, -12.01398, 27.30217)
C (13.57180, -11.01698, 28.27523)
C (12.25517, -10.82033, 29.00427)
C (12.31464, -9.53173, 29.80548)
N (12.09532, -11.99062, 29.88106)
H (14.01002, -12.49155, 25.37895)
H (15.23150, -12.61078, 26.73335)
H (14.72598, -11.08173, 26.09342)
H (14.37508, -11.25620, 28.97610)
H (13.75492, -10.03690, 27.81679)
H (11.40646, -10.94139, 28.32484)
H (12.10408, -8.69544, 29.14049)
H (13.13245, -9.43958, 30.51477)
H (11.40292, -9.66601, 30.40083)
H (11.37524, -11.96420, 30.58505)
H (11.97294, -12.78287, 29.26335)

Summary:
SMILES ... COC[C@H](C)N.COC[C@H](C)N.COC[C@H](C)N.COC[C@H](C)N.COC[C@H](C)N.COC[C@H](C)N
Highest occupied orbital energy ... -8.941 eV
Molar mass ... 534.828 g mol⁻¹
Charge ... 0


ii) Computed, not measured: C24H66N6O6 as an isolated structure, with ωB97M-V/def2-TZVPD.

Geometry (Å):
C (0.70974, 1.02555, 6.84714)
C (1.15808, -0.52235, 6.75576)
C (1.21696, -0.84732, 5.27230)
O (0.07402, -0.54664, 4.43538)
C (0.28275, -0.70897, 3.02714)
N (2.39653, -0.67762, 7.49046)
H (-0.32081, 1.32257, 6.65260)
H (1.29954, 1.54597, 6.09255)
H (1.06953, 1.52060, 7.74913)
H (0.36283, -1.03560, 7.29634)
H (1.29840, -1.92886, 5.16392)
H (2.05591, -0.37498, 4.76124)
H (-0.70153, -0.57995, 2.57702)
H (0.64823, -1.71553, 2.82374)
H (1.02501, -0.05792, 2.56533)
H (2.91108, -1.54356, 7.56450)
H (3.05952, -0.16393, 6.92774)
C (-2.22298, 4.51338, 0.89388)
C (-3.00175, 3.96919, -0.35710)
C (-2.85442, 2.42256, -0.60070)
O (-3.60912, 2.01215, -1.70651)
C (-3.83024, 0.61853, -1.61866)
N (-4.36960, 4.46687, -0.34418)
H (-1.17156, 4.23048, 0.84304)
H (-2.63499, 4.25983, 1.87064)
H (-2.24044, 5.60153, 0.83270)
H (-2.55466, 4.44132, -1.23192)
H (-3.10867, 1.99120, 0.36749)
H (-1.79328, 2.31578, -0.82584)
H (-4.21501, 0.30218, -2.58819)
H (-4.58267, 0.28673, -0.90322)
H (-2.85451, 0.15550, -1.47148)
H (-5.04117, 3.85144, 0.09210)
H (-4.68367, 4.31387, -1.29184)
C (-0.00931, 1.50758, 0.82814)
C (1.46244, 1.73546, 0.94696)
C (2.23401, 0.39775, 0.92944)
O (2.27352, -0.26842, 2.09959)
C (3.41155, -1.14016, 2.33817)
N (1.83125, 2.69180, -0.04418)
H (-0.30093, 0.68015, 1.47500)
H (-0.19820, 1.11622, -0.17149)
H (-0.54910, 2.39776, 1.15115)
H (1.50282, 2.28194, 1.88920)
H (3.21687, 0.77444, 0.64624)
H (1.90377, -0.33010, 0.18831)
H (3.38219, -1.50738, 3.36402)
H (4.29982, -0.51236, 2.26781)
H (3.38464, -1.95658, 1.61648)
H (2.69940, 3.15015, 0.19312)
H (1.06427, 3.33512, -0.17822)
C (-0.04539, 0.22109, -4.77793)
C (-0.64288, -1.21357, -4.65784)
C (-0.66810, -1.76221, -3.25921)
O (-1.36464, -3.04911, -3.32921)
C (-1.41098, -3.89261, -2.17124)
N (-2.04878, -1.15323, -5.06059)
H (-0.05108, 0.78767, -3.84678)
H (-0.55623, 0.88539, -5.47496)
H (0.95023, 0.24502, -5.22097)
H (-0.26147, -1.85485, -5.45243)
H (-1.35384, -1.31935, -2.53690)
H (0.28023, -1.90032, -2.73988)
H (-1.97852, -4.78201, -2.44504)
H (-1.88950, -3.30476, -1.38793)
H (-0.43582, -4.29051, -1.89045)
H (-2.05236, -1.41576, -6.03587)
H (-2.42061, -1.94218, -4.55126)
C (-1.02057, 0.15382, -1.26268)
C (-1.79425, -0.97240, -0.50538)
C (-0.89119, -2.10929, 0.04717)
O (-0.04805, -1.52739, 1.06345)
C (1.11785, -2.29772, 1.48717)
N (-2.57387, -0.45357, 0.69217)
H (0.01416, -0.08293, -1.51045)
H (-0.91886, 1.03466, -0.62875)
H (-1.63597, 0.52086, -2.08406)
H (-2.54710, -1.52217, -1.07024)
H (-0.19587, -2.48781, -0.70206)
H (-1.54578, -2.85632, 0.49612)
H (0.82852, -3.32886, 1.69001)
H (1.53498, -1.90440, 2.41421)
H (1.85951, -2.28078, 0.68857)
H (-3.20319, -1.13296, 1.09527)
H (-1.86943, -0.21516, 1.37555)
C (1.41499, 1.28887, -1.86478)
C (2.31765, 0.55808, -2.87886)
C (2.24001, -0.90544, -2.98191)
O (2.59977, -1.48647, -1.71751)
C (2.08599, -2.88368, -1.59802)
N (2.01950, 1.12598, -4.20883)
H (1.53681, 2.36132, -2.01679)
H (1.81669, 1.02840, -0.88556)
H (0.39157, 0.93545, -1.99056)
H (3.35082, 0.79942, -2.62902)
H (3.01175, -1.34607, -3.61306)
H (1.19998, -1.14399, -3.20447)
H (2.58610, -3.53535, -2.31447)
H (1.05944, -2.93271, -1.96121)
H (2.11204, -3.26000, -0.57537)
H (1.08642, 0.91633, -4.53366)
H (2.62323, 0.86598, -4.97566)

Summary:
Highest occupied orbital energy ... -8.026 eV
Molar mass ... 534.828 g mol⁻¹
Charge ... 0


Order of stability, best first: i), ii)


i) Computed, not measured: a 2-piece molecular cluster, C4H12NOS overall, with ωB97M-V/def2-TZVPD.

Geometry (Å):
C (-1.63501, -0.20931, -0.55093)
N (-0.85615, -0.37055, 0.66517)
C (0.61870, -0.58652, 0.32768)
C (1.48293, -0.30650, 1.51748)
S (3.28470, -0.35297, 1.13733)
C (-2.83016, 0.72994, -0.31533)
H (-1.04335, 0.21484, -1.35260)
H (-1.95530, -1.22376, -0.83010)
H (-0.81774, 0.11789, 1.54447)
H (0.84203, 0.04353, -0.54206)
H (0.67813, -1.62557, 0.00703)
H (1.21385, -0.96204, 2.36303)
H (1.19114, 0.66718, 1.95010)
H (-2.48666, 1.70413, -0.02044)
H (-3.34846, 0.81818, -1.27206)
H (-3.51317, 0.24719, 0.39019)
H (3.33482, 0.01291, -1.04013)
H (2.60810, 0.90937, -1.95590)
O (3.23160, 0.17206, -2.02290)

Summary:
Highest occupied orbital energy ... -2.821 eV
Molar mass ... 122.213 g mol⁻¹
Charge ... -1


ii) Computed, not measured: a 2-piece molecular cluster, C4H12NOS overall, with ωB97M-V/def2-TZVPD.

Geometry (Å):
C (1.96654, -1.83394, 0.54228)
N (0.67644, -1.39683, -0.02214)
C (0.14236, -0.21165, 0.65619)
C (-1.01194, 0.38744, -0.13518)
S (-2.09430, 1.78625, 0.33902)
C (1.17020, 0.99844, 0.96766)
H (2.95326, -1.55190, 0.02493)
H (1.97464, -1.96179, 1.63652)
H (1.81498, -2.83157, 0.14392)
H (0.79083, -1.08887, -0.99676)
H (-0.16215, -0.52681, 1.72594)
H (-0.51662, 0.44303, -1.13688)
H (-1.66324, -0.50390, -0.40982)
H (2.06434, 0.42870, 1.54030)
H (0.66654, 1.71724, 1.56474)
H (1.64613, 1.44800, 0.11927)
H (-3.26157, 1.28026, -1.40770)
H (-3.33740, 2.04764, -2.87092)
O (-3.81904, 1.37025, -2.28136)

Summary:
Highest occupied orbital energy ... -2.884 eV
Molar mass ... 122.213 g mol⁻¹
Charge ... -1


Order of stability, best first: i), ii)


i) Computed, not measured: a 2-piece molecular cluster, C4H12NOS overall, with ωB97M-V/def2-TZVPD.

Geometry (Å):
C (-0.70411, -0.15949, -2.28353)
C (0.66871, -0.39198, -1.66931)
C (0.61607, -1.49089, -0.62877)
S (2.10771, -1.63634, 0.39403)
H (-0.66836, 0.67401, -2.98964)
H (-1.38346, 0.08016, -1.47005)
H (-1.07099, -1.02419, -2.84217)
H (1.43851, -0.61816, -2.41694)
H (0.97882, 0.53355, -1.17404)
H (0.47183, -2.46404, -1.09522)
H (-0.21434, -1.27895, 0.04792)
H (1.78246, -0.63022, 1.22571)
N (0.26677, 1.49552, 2.42519)
C (-1.03476, 0.82875, 2.05973)
O (-1.02694, 0.45685, 0.77581)
H (0.61852, 1.81202, 1.52893)
H (0.15223, 2.29333, 3.03948)
H (-1.13438, -0.02401, 2.76813)
H (-1.86429, 1.54407, 2.30474)

Summary:
Highest occupied orbital energy ... -2.918 eV
Molar mass ... 122.213 g mol⁻¹
Charge ... -1


ii) Computed, not measured: a 2-piece molecular cluster, C4H12NOS overall, with ωB97M-V/def2-TZVPD.

Geometry (Å):
C (2.18588, 0.11488, -1.06812)
N (1.42388, -0.58956, -0.04893)
C (0.09169, -0.07280, 0.23675)
C (-0.78925, -1.22801, 0.76396)
S (-2.50859, -0.84871, 1.23666)
C (0.08299, 1.11540, 1.20042)
H (3.15014, -0.37632, -1.20053)
H (2.33846, 1.18923, -0.86471)
H (1.63785, 0.05645, -2.00547)
H (1.95463, -0.58022, 0.82283)
H (-0.35432, 0.31229, -0.69086)
H (-0.25013, -1.61572, 1.63331)
H (-0.73351, -2.00491, -0.00264)
H (-0.94707, 1.44717, 1.27216)
H (0.43277, 0.78620, 2.17679)
H (0.67940, 1.93873, 0.79736)
H (-2.94603, 0.48085, -0.76870)
H (-2.50518, -0.49529, -1.74966)
O (-2.94362, 0.37032, -1.74062)

Summary:
Highest occupied orbital energy ... -2.732 eV
Molar mass ... 122.213 g mol⁻¹
Charge ... -1


iii) Computed, not measured: a 2-piece molecular cluster, C4H12NOS overall, with ωB97M-V/def2-TZVPD.

Geometry (Å):
C (0.42031, -0.19649, -2.07486)
N (1.04478, 0.69701, -1.08815)
C (0.52172, 0.60488, 0.32377)
C (-0.93373, 0.17552, 0.38182)
S (-1.56472, 0.09114, 2.10395)
C (0.74707, 1.98848, 0.94344)
H (0.64040, -1.25898, -1.88374)
H (-0.61638, 0.05994, -2.20418)
H (0.96223, -0.00760, -3.01358)
H (2.04808, 0.56240, -1.08862)
H (1.16356, -0.11495, 0.84436)
H (-1.48720, 0.89918, -0.20305)
H (-1.04176, -0.85068, 0.04210)
H (1.77703, 2.27693, 0.71291)
H (0.71641, 1.92616, 2.02961)
H (0.02575, 2.69785, 0.54424)
H (-2.01017, -2.63885, 1.40259)
H (-0.73646, -3.44790, 1.22420)
O (-1.67693, -3.46402, 1.00319)

Summary:
Highest occupied orbital energy ... -2.693 eV
Molar mass ... 122.213 g mol⁻¹
Charge ... -1


iv) Computed, not measured: a 2-piece molecular cluster, C4H12NOS overall, with ωB97M-V/def2-TZVPD.

Geometry (Å):
C (2.94941, 0.77186, 0.67365)
N (2.02624, 0.40368, -0.29293)
C (0.56582, 0.61242, -0.16704)
C (-0.26608, -0.20820, -1.20417)
S (-2.00314, -0.37001, -0.55203)
C (0.37244, 2.09962, -0.22628)
H (2.88156, 1.87979, 1.18261)
H (2.75189, 0.11642, 1.44491)
H (3.91838, 0.52350, 0.46308)
H (2.30543, 0.81880, -1.21236)
H (0.29431, 0.11913, 0.86416)
H (-0.28016, 0.31357, -2.20088)
H (0.27962, -1.14780, -1.28503)
H (0.89069, 2.63856, 0.59651)
H (-0.69294, 2.36794, -0.51993)
H (1.00489, 2.42648, -1.14210)
H (-1.87427, -1.80801, 1.44677)
H (-0.88071, -3.01783, 1.72922)
O (-1.80770, -2.72380, 1.88238)

Summary:
Highest occupied orbital energy ... -2.820 eV
Molar mass ... 122.213 g mol⁻¹
Charge ... -1


Order of stability, best first: ii), iii), i), iv)